# 1
The following is a DFT calculation (the ωB97M-V functional and the def2-TZVPD basis) of the molecule C21H26F3NO5.

```
56
Properties=species:S:1:pos:R:3:mulliken_charge:R:1
O 4.330 -0.094 -2.052 -0.6680
C 3.541 -0.069 -1.126 0.4816
C 2.165 0.517 -1.295 0.7973
C 1.350 0.090 -2.255 -1.4839
C -0.003 0.693 -2.485 0.4160
C -1.136 -0.156 -1.950 0.0146
C -0.913 -1.211 -1.075 -0.0178
C -1.972 -1.906 -0.523 -1.2791
C -3.273 -1.557 -0.862 0.3697
C -4.422 -2.241 -0.185 0.8604
F -4.158 -3.512 0.155 -0.2753
F -4.752 -1.614 0.972 -0.2575
F -5.540 -2.265 -0.921 -0.2866
C -3.513 -0.531 -1.766 -1.0809
C -2.443 0.157 -2.307 -0.2286
C -0.021 2.084 -1.830 -1.3301
C 0.560 2.012 -0.418 -0.0554
O -0.251 1.190 0.369 0.2651
C -0.186 1.406 1.772 -0.8383
C -1.154 2.482 2.273 -0.5741
C -2.621 2.057 2.223 -0.7561
C -3.155 1.946 0.793 0.2648
O -4.528 1.642 0.743 -0.5573
O 1.892 1.536 -0.418 -0.4380
N 3.835 -0.549 0.102 0.0472
C 2.882 -0.829 1.151 0.4706
C 2.784 -2.351 1.339 -0.6969
O 4.043 -2.914 1.616 -0.3975
C 4.958 -2.656 0.572 -0.5374
C 5.131 -1.151 0.349 -0.7896
H 1.669 -0.715 -2.895 0.4554
H -0.157 0.820 -3.563 0.7467
H 0.096 -1.478 -0.804 0.5108
H -1.795 -2.713 0.171 0.4701
H -4.525 -0.266 -2.028 0.3835
H -2.631 0.961 -3.003 0.4596
H 0.600 2.767 -2.411 0.4906
H -1.034 2.477 -1.767 0.4499
H 0.634 3.021 0.017 0.3333
H -0.440 0.442 2.222 0.3838
H 0.841 1.668 2.055 0.3561
H -1.019 3.393 1.685 0.2516
H -0.885 2.708 3.307 0.4115
H -2.738 1.093 2.724 0.3234
H -3.225 2.790 2.762 0.2893
H -2.573 1.199 0.242 -0.2033
H -3.056 2.910 0.285 0.2525
H -4.680 0.802 1.192 0.3245
H 1.903 -0.424 0.907 -0.4720
H 3.241 -0.374 2.082 0.1967
H 2.145 -2.593 2.190 0.3576
H 2.363 -2.802 0.426 0.3654
H 5.900 -3.115 0.873 0.3527
H 4.605 -3.124 -0.360 0.3113
H 5.765 -0.959 -0.516 0.4440
H 5.565 -0.693 1.243 0.3161
```

Calculated values
HOMO-LUMO gap in eV: 9.7
HOMO level in eV: -9.147
Relative energy (zero: lowest compared OMol25 entry of this formula, charge and spin) in kJ/mol: 12.6
E_tot in eV: -42079.1427
SMILES: O=C(C1=C[C@@H](c2ccc(C(F)(F)F)cc2)C[C@@H](OCCCCO)O1)N1CCOCC1

---

# 2
The following is a DFT calculation (the ωB97M-V functional and the def2-TZVPD basis) of a structure of composition C27H50I2N7P at a distorted geometry.

```
87
Properties=species:S:1:pos:R:3:mulliken_charge:R:1
C 0.215 -2.196 -0.364 -1.3889
C 1.430 -1.782 -1.240 0.0547
I 1.484 0.391 -1.262 -0.0024
C 1.350 -2.461 -2.693 -0.4461
I 1.483 -0.916 -4.205 -0.0239
P 2.639 -3.763 -3.012 -0.0466
N 4.109 -3.281 -2.205 -0.5024
H -0.222 -3.162 -0.675 0.3568
H 0.510 -2.226 0.697 0.3135
H -0.578 -1.445 -0.505 0.4247
H 2.383 -2.099 -0.790 0.1497
H 0.352 -2.910 -2.793 0.5614
H 2.214 -4.920 -2.282 0.0219
H 4.860 -3.236 -2.880 0.2587
H 4.334 -3.906 -1.441 0.2345
C 0.291 2.919 1.665 -1.1371
C -0.915 2.337 2.387 -0.1545
C -0.580 1.765 3.766 -0.0416
C 0.405 0.669 3.627 0.2563
N 1.166 -0.182 3.511 -0.5574
H 1.042 2.154 1.470 0.1354
H -0.011 3.334 0.703 0.3211
H 0.756 3.718 2.248 0.3535
H -1.355 1.553 1.766 0.0339
H -1.670 3.118 2.504 0.3320
H -1.486 1.376 4.234 0.1075
H -0.165 2.536 4.419 0.3320
C -0.379 1.566 9.314 -1.1966
C -0.016 0.602 8.190 -0.2393
C 1.457 0.694 7.778 -0.3602
C 1.762 2.057 7.293 0.2237
N 1.997 3.116 6.919 -0.4776
H -0.241 2.606 9.011 0.3525
H -1.427 1.446 9.594 0.3460
H 0.232 1.383 10.200 0.3025
H -0.652 0.807 7.325 0.1116
H -0.229 -0.419 8.512 0.3395
H 1.669 -0.022 6.983 0.2736
H 2.106 0.464 8.624 0.3342
C -1.518 3.510 -5.661 -1.1105
C -2.737 2.959 -4.929 -0.3834
C -2.403 2.426 -3.531 -0.2449
C -1.428 1.323 -3.622 0.0069
N -0.667 0.461 -3.694 -0.2120
H -0.769 2.734 -5.832 0.2970
H -1.806 3.904 -6.636 0.3334
H -1.051 4.318 -5.094 0.3050
H -3.184 2.163 -5.529 0.2313
H -3.485 3.749 -4.836 0.3146
H -3.304 2.056 -3.041 0.2517
H -1.982 3.218 -2.909 0.2520
C -3.603 -1.069 2.698 -1.0161
C -4.629 -0.126 3.313 -0.3472
C -5.662 0.363 2.293 -0.5184
C -4.999 1.104 1.198 0.3091
N -4.487 1.678 0.345 -0.4304
H -3.021 -0.570 1.921 0.1789
H -2.902 -1.416 3.458 0.3167
H -4.085 -1.945 2.259 0.3928
H -4.111 0.730 3.752 0.1954
H -5.146 -0.639 4.127 0.3447
H -6.384 1.024 2.774 0.3102
H -6.207 -0.480 1.867 0.2889
C -2.858 -1.817 -6.975 -1.1065
C -1.461 -1.915 -7.577 -0.2794
C -0.962 -3.358 -7.691 -0.3668
C -0.898 -3.982 -6.355 0.2267
N -0.850 -4.467 -5.315 -0.4513
H -2.882 -2.201 -5.954 0.3343
H -3.184 -0.776 -6.938 0.2362
H -3.583 -2.378 -7.570 0.3457
H -0.768 -1.334 -6.964 0.1620
H -1.468 -1.461 -8.570 0.3225
H 0.033 -3.378 -8.137 0.2720
H -1.628 -3.946 -8.324 0.3083
C 4.918 0.209 1.447 -1.2066
C 5.271 -0.769 0.332 0.0349
C 6.739 -0.681 -0.096 -0.5097
C 7.050 0.669 -0.602 0.2249
N 7.290 1.719 -0.998 -0.4374
H 5.052 1.244 1.129 0.3664
H 3.873 0.091 1.738 0.1978
H 5.537 0.037 2.331 0.3699
H 4.625 -0.575 -0.527 0.0872
H 5.060 -1.786 0.670 0.2432
H 6.946 -1.406 -0.884 0.2829
H 7.397 -0.900 0.747 0.3203
```

Calculated values
HOMO-LUMO gap in eV: 7.6
HOMO level in eV: -7.226
E_tot in eV: -64728.0742

---

# 3
The following is a DFT calculation (the ωB97M-V functional and the def2-TZVPD basis) of a structure of composition C24H17N5O2PtS at a distorted geometry.

```
50
Properties=species:S:1:pos:R:3:mulliken_charge:R:1
Pt -0.241 -0.520 0.071 0.5006
O -1.620 -1.829 0.662 -0.8951
C -2.829 -1.489 0.999 0.4265
C -3.796 -2.517 1.018 -0.4745
C -5.090 -2.286 1.414 -0.4515
C -5.462 -1.018 1.873 -0.6098
C -4.554 0.011 1.857 -0.9014
C -3.235 -0.162 1.382 0.6986
C -2.401 0.975 1.300 -0.1124
N -1.184 1.003 0.784 0.6352
N -0.566 2.173 0.647 -0.8221
C 0.621 2.095 0.065 0.1981
O 1.194 0.969 -0.199 -0.8080
C 1.249 3.351 -0.339 0.5742
C 2.377 3.350 -1.164 -0.3367
C 2.915 4.541 -1.609 -0.6855
C 2.334 5.747 -1.252 -0.3925
C 1.236 5.760 -0.404 -0.6327
C 0.695 4.574 0.051 -0.3005
H -3.478 -3.497 0.694 0.4089
H -5.816 -3.087 1.375 0.3671
H -6.465 -0.853 2.236 0.3782
H -4.847 0.995 2.195 0.3389
H -2.786 1.923 1.662 0.4051
H 2.822 2.407 -1.444 0.4355
H 3.789 4.536 -2.244 0.3920
H 2.728 6.673 -1.637 0.4073
H 0.799 6.699 -0.101 0.3970
H -0.151 4.575 0.718 0.4390
N 1.165 -0.393 -3.950 -0.0849
C 0.593 0.846 -4.129 0.5760
C 0.765 1.835 -5.078 -0.9698
C 0.080 3.024 -4.878 -0.5285
C -0.770 3.209 -3.791 -0.6166
C -0.988 2.213 -2.861 -0.7113
C -0.283 1.026 -3.030 0.6729
N -0.220 -0.077 -2.238 -0.3401
C 0.702 -0.886 -2.761 0.1177
C 1.187 -2.014 -2.039 0.1242
C 2.004 -3.062 -2.431 -0.3309
S 2.291 -4.135 -1.097 -0.1157
C 1.323 -3.107 -0.103 -0.0858
N 0.828 -2.078 -0.720 0.0082
H 1.877 -0.817 -4.519 0.2013
H 1.421 1.707 -5.925 0.4016
H 0.221 3.835 -5.575 0.4020
H -1.262 4.162 -3.672 0.4215
H -1.647 2.356 -2.018 0.4303
H 2.436 -3.265 -3.387 0.3953
H 1.156 -3.317 0.936 0.4532
```

Calculated values
HOMO-LUMO gap in eV: 6.2
HOMO level in eV: -6.566
Relative energy (zero: lowest compared OMol25 entry of this formula, charge and spin) in kJ/mol: 106.5
E_tot in eV: -50791.5622

---

# 4
The following is a DFT calculation (the ωB97M-V functional and the def2-TZVPD basis) of a structure of composition C37H25F4FeN17 at a distorted geometry.

```
84
Properties=species:S:1:pos:R:3:mulliken_charge:R:1
Fe -0.259 1.659 1.124 0.6577
N -1.889 0.380 4.959 0.1516
C -1.914 0.609 3.641 -0.4373
N -1.075 1.576 3.358 0.1173
C -0.553 1.915 4.563 0.0273
N -1.017 1.206 5.575 -0.8232
C 0.422 3.008 4.744 0.3821
C 0.873 3.387 6.005 -0.2251
N 1.729 4.390 6.165 -0.6845
C 2.115 5.022 5.061 -0.6129
C 1.666 4.644 3.802 -0.5527
N 0.829 3.630 3.646 0.2032
H -2.403 -0.301 5.489 0.1929
H -2.517 0.077 2.923 0.5854
H 0.527 2.868 6.891 0.4692
H 2.797 5.855 5.179 0.3921
H 1.974 5.175 2.909 0.7498
C -0.287 -2.927 -2.826 0.1477
C 0.067 -2.014 -3.998 0.7249
C 1.569 -1.744 -4.063 -1.8096
C -0.743 -0.716 -3.955 0.6270
N -0.273 0.225 -2.944 1.0851
C -0.542 0.256 -1.644 -1.1912
N 0.059 1.299 -1.121 0.5470
N 0.723 1.895 -2.131 -0.5461
N 0.541 1.253 -3.228 -1.0264
H 0.284 -3.856 -2.875 0.7166
H -1.348 -3.186 -2.826 -1.1780
H -0.044 -2.457 -1.870 -0.5705
H -0.236 -2.508 -4.927 0.6500
H 1.936 -1.390 -3.098 0.1224
H 1.817 -0.990 -4.813 0.4215
H 2.105 -2.663 -4.304 0.4961
H -1.786 -0.929 -3.723 -1.6224
H -0.704 -0.185 -4.905 0.3716
H -1.161 -0.455 -1.125 0.8381
F -3.175 -2.068 0.374 -0.4533
C -3.191 -2.220 -0.968 1.1457
C -2.942 -3.486 -1.459 0.6394
F -2.691 -4.447 -0.550 -0.4117
C -2.954 -3.808 -2.825 1.0648
C -3.254 -2.698 -3.628 0.2714
C -3.494 -1.432 -3.131 0.2223
F -3.698 -0.448 -4.031 -0.4882
C -3.479 -1.120 -1.775 0.4902
C -3.691 0.239 -1.249 -0.3425
C -2.963 0.668 -0.159 0.1593
N -2.299 1.062 0.715 -0.2957
C -4.558 1.164 -1.873 -0.0742
N -5.281 1.913 -2.378 -0.7314
F -3.277 -2.831 -4.970 -0.4698
C -2.670 -5.126 -3.346 0.4160
C -2.339 -6.229 -2.524 -0.1040
N -2.062 -7.173 -1.913 -0.8301
C -2.700 -5.435 -4.725 0.0854
N -2.710 -5.756 -5.838 -0.8488
C 0.202 -0.114 1.369 -1.8490
C 1.039 -1.171 0.983 2.2414
C 0.787 -2.480 1.492 -0.8319
C 1.581 -3.555 1.161 -0.5359
C 2.684 -3.399 0.317 -0.5662
C 2.963 -2.133 -0.192 -0.8828
C 2.168 -1.047 0.116 0.5303
H -0.074 -2.617 2.137 0.3351
H 1.335 -4.537 1.549 0.3764
H 3.301 -4.249 0.056 0.3584
H 3.812 -1.998 -0.854 0.3672
H 2.408 -0.071 -0.290 0.5437
N 0.756 7.448 2.433 -0.6396
C 0.053 6.756 1.814 0.5862
N -0.782 6.047 1.099 -0.8538
C -0.672 4.768 0.981 0.6249
N -0.603 3.616 0.847 -0.3281
C 4.724 2.367 1.566 -0.3360
C 4.015 1.590 2.467 -1.2008
C 2.661 1.395 2.253 -0.1697
N 2.014 1.927 1.218 0.9742
C 2.693 2.680 0.356 -0.4447
C 4.053 2.923 0.489 -1.2970
H 5.785 2.537 1.701 0.4215
H 4.497 1.129 3.319 0.4720
H 2.063 0.780 2.914 0.3777
H 2.124 3.092 -0.468 0.4367
H 4.562 3.538 -0.240 0.4489
```

Calculated values
HOMO-LUMO gap (spin up / spin down) in eV: 5.8 / 5.8
HOMO level (spin up / spin down) in eV: -2.085 / -2.139
Relative energy (zero: lowest compared OMol25 entry of this formula, charge and spin) in kJ/mol: 100.7
Total charge: -2
E_tot in eV: -109359.8246
⟨S²⟩: 6.125
Multiplicity: 5

---

# 5
The following is a DFT calculation (the ωB97M-V functional and the def2-TZVPD basis) of the ion C4H5N2 with charge +1 at a distorted geometry.

```
11
Properties=species:S:1:pos:R:3:mulliken_charge:R:1
C -0.299 1.109 -0.083 -0.1014
C 1.057 0.796 -0.061 -0.1347
C -1.230 -1.009 -0.089 0.1384
C 0.303 -1.376 0.000 -0.3873
N -1.302 0.252 0.151 -0.0433
N 1.434 -0.437 0.120 -0.2864
H -0.721 2.134 -0.188 0.3721
H 1.852 1.563 0.079 0.3687
H 0.647 -2.076 0.762 0.4122
H 0.445 -1.732 -1.083 0.3239
H -2.187 0.775 0.392 0.3379
```

Calculated values
HOMO-LUMO gap (spin up / spin down) in eV: 8.1 / 7.9
HOMO level (spin up / spin down) in eV: -13.965 / -15.977
Relative energy (zero: lowest compared OMol25 entry of this formula, charge and spin) in kJ/mol: 187.8
Total charge: +1
E_tot in eV: -7196.0633
⟨S²⟩: 2.058
Multiplicity: 3

---

# 6
The following is a DFT calculation (the ωB97M-V functional and the def2-TZVPD basis) of the molecule C23H24ClNO4S at a distorted geometry.

```
54
Properties=species:S:1:pos:R:3:mulliken_charge:R:1
C 2.724 -2.375 -0.667 -1.2743
C 2.257 -0.996 -1.120 0.8245
O 2.786 0.052 -0.333 -0.5070
C 2.318 0.251 0.933 0.5920
C 1.187 -0.341 1.482 -0.1847
C 0.808 -0.027 2.776 -0.7410
C 1.531 0.869 3.551 0.1084
C 2.659 1.460 2.991 -0.3486
C 3.050 1.155 1.705 -0.7551
H 3.927 1.607 1.268 0.4447
H 3.239 2.162 3.573 0.4180
C 1.053 1.252 4.923 -1.2296
H 0.456 0.443 5.346 0.3511
H 1.895 1.450 5.587 0.4793
C 0.173 2.515 4.845 -0.9253
N -0.851 2.377 3.837 -0.0930
C -2.020 1.738 4.093 -0.1245
O -2.434 1.492 5.209 -0.6865
C -2.769 1.378 2.875 0.7195
C -3.934 0.672 2.738 -0.7068
C -4.161 0.546 1.351 -0.6822
C -3.126 1.192 0.733 0.4240
O -2.273 1.694 1.650 -0.2171
C -2.791 1.353 -0.691 -0.8224
H -2.508 2.376 -0.933 0.4476
H -3.612 1.013 -1.314 0.3965
S -1.247 0.324 -1.054 0.7194
O -1.536 -1.027 -0.588 -0.6033
C -1.547 0.282 -2.910 -1.1774
C -0.497 -0.568 -3.531 0.1700
C 0.594 -0.006 -4.186 -0.2600
C 1.586 -0.806 -4.722 -0.9009
C 1.496 -2.182 -4.588 0.5537
C 0.421 -2.761 -3.932 -0.8324
C -0.570 -1.953 -3.411 -0.0439
H -1.403 -2.398 -2.889 0.3478
H 0.362 -3.834 -3.833 0.4458
Cl 2.743 -3.187 -5.239 -0.2249
H 2.426 -0.367 -5.236 0.4181
H 0.667 1.067 -4.283 0.3706
H -2.538 -0.142 -3.052 0.5121
H -1.506 1.311 -3.257 0.4868
H -4.979 0.048 0.874 0.4957
H -4.536 0.293 3.537 0.5534
H -0.534 2.391 2.879 0.3510
H 0.782 3.388 4.596 0.4242
H -0.328 2.677 5.801 0.4348
H -0.073 -0.498 3.189 0.3465
H 0.585 -1.037 0.921 0.7754
H 1.162 -0.950 -1.148 -0.5969
H 2.632 -0.790 -2.127 0.3057
H 2.346 -3.125 -1.355 0.3985
H 2.360 -2.597 0.333 0.2883
H 3.810 -2.415 -0.657 0.3342
```

Calculated values
HOMO-LUMO gap in eV: 8.4
HOMO level in eV: -8.206
Relative energy (zero: lowest compared OMol25 entry of this formula, charge and spin) in kJ/mol: 4.2
E_tot in eV: -57278.0457

---

# 7
The following is a DFT calculation (the ωB97M-V functional and the def2-TZVPD basis) of the molecule C3H8N2O2 at a distorted geometry.

```
15
Properties=species:S:1:pos:R:3:mulliken_charge:R:1
N 1.232 -1.670 1.017 -0.4304
C 0.277 -0.722 0.871 0.6610
O -0.896 -0.976 1.089 -0.6482
C 0.714 0.698 0.567 -0.6031
N -0.327 1.508 -0.028 -0.3781
C -0.480 1.235 -1.435 -0.4459
O -0.531 -0.144 -1.793 -0.5236
H 0.894 -2.588 1.253 0.2502
H 2.123 -1.654 0.553 0.2127
H 1.618 0.662 -0.053 0.3178
H 1.092 1.104 1.514 0.3098
H -1.183 1.195 0.434 0.3135
H 0.374 1.620 -1.969 0.3029
H -1.418 1.705 -1.736 0.3279
H -1.305 -0.583 -1.421 0.3335
```

Calculated values
HOMO-LUMO gap in eV: 10.4
HOMO level in eV: -9.556
Relative energy (zero: lowest compared OMol25 entry of this formula, charge and spin) in kJ/mol: 70.6
E_tot in eV: -10316.2201
SMILES: NC(=O)CNCO

---

# 8
The following is a DFT calculation (the ωB97M-V functional and the def2-TZVPD basis) of the molecule CH3NO2 at a distorted geometry.

```
7
Properties=species:S:1:pos:R:3:mulliken_charge:R:1
C -0.343 0.429 -0.174 0.0107
N -0.237 -1.032 -0.159 -0.4666
O 0.977 0.858 0.035 -0.0876
O 1.648 -0.395 0.110 -0.1448
H -0.691 0.740 -1.172 0.1990
H -1.015 0.841 0.595 0.2321
H -0.339 -1.440 0.765 0.2571
```

Calculated values
HOMO-LUMO gap (spin up / spin down) in eV: 10.6 / 8.6
HOMO level (spin up / spin down) in eV: -9.657 / -10.268
Relative energy (zero: lowest compared OMol25 entry of this formula, charge and spin) in kJ/mol: 223.8
E_tot in eV: -6663.6275
⟨S²⟩: 2.010
Multiplicity: 3